Entry 1:
{"formula": "C23H12Cl3INORhS", "method": "ωB97M-V/def2-TZVPD", "species": ["Rh", "Cl", "C", "C", "C", "C", "C", "Cl", "C", "S", "H", "H", "H", "Cl", "C", "C", "C", "I", "C", "O", "C", "N", "C", "C", "C", "C", "H", "H", "H", "H", "C", "C", "C", "C", "C", "C", "C", "C", "H", "H", "H", "H", "H"], "positions_angstrom": [[-0.146, 0.410, -0.817], [2.096, 0.370, -0.692], [2.579, 0.474, 0.956], [3.935, 0.507, 1.229], [4.367, 0.530, 2.542], [3.449, 0.527, 3.582], [2.099, 0.525, 3.300], [0.946, 0.530, 4.571], [1.619, 0.506, 1.976], [-0.085, 0.542, 1.708], [4.640, 0.508, 0.414], [5.422, 0.539, 2.754], [3.781, 0.525, 4.607], [-3.847, 6.165, -0.844], [-3.309, 4.536, -0.863], [-4.281, 3.519, -0.864], [-3.891, 2.209, -0.892], [-5.220, 0.597, -0.865], [-2.504, 1.853, -0.911], [-2.124, 0.618, -0.935], [-1.545, 2.895, -0.891], [-0.247, 2.478, -0.906], [0.725, 3.441, -0.879], [0.439, 4.772, -0.857], [-0.899, 5.221, -0.860], [-1.916, 4.262, -0.871], [-5.327, 3.784, -0.842], [1.746, 3.089, -0.885], [1.245, 5.487, -0.837], [-1.129, 6.272, -0.852], [-0.270, -1.522, -0.932], [-0.253, -2.743, -0.896], [-0.203, -4.149, -0.869], [0.366, -4.858, -1.934], [0.365, -6.237, -1.923], [-0.189, -6.927, -0.855], [-0.739, -6.231, 0.210], [-0.745, -4.852, 0.215], [0.793, -4.309, -2.761], [0.791, -6.781, -2.751], [-0.193, -8.006, -0.855], [-1.169, -6.772, 1.038], [-1.172, -4.300, 1.039]], "lowdin_charge": [0.70, 0.81, -0.61, -0.11, -0.08, -0.10, -0.70, 0.70, -0.70, 0.75, 0.11, 0.11, 0.11, 0.70, -0.62, -0.16, -0.64, 0.94, -0.43, -0.25, -0.16, -0.05, -0.11, -0.04, 0.02, -0.18, 0.10, 0.09, 0.11, 0.09, -0.19, -0.12, -0.27, -0.04, -0.09, -0.10, -0.09, -0.04, 0.11, 0.10, 0.10, 0.10, 0.11], "homo_lumo_gap_ev": 5.695, "relative_energy_kcal_mol": 0.0, "charge": 0, "homo_ha": -0.2826}

=====

Entry 2:
{"formula": "C26H28Cl6LuN2O2", "method": "ωB97M-V/def2-TZVPD", "species": ["Lu", "Cl", "N", "N", "C", "C", "C", "C", "C", "C", "H", "H", "H", "H", "H", "H", "C", "C", "C", "C", "H", "H", "H", "H", "H", "H", "O", "H", "H", "O", "H", "H", "C", "C", "C", "H", "H", "C", "C", "H", "C", "C", "C", "C", "H", "C", "H", "H", "H", "H", "H", "H", "H", "H", "Cl", "C", "C", "C", "Cl", "C", "Cl", "C", "Cl", "C", "Cl"], "positions_angstrom": [[0.143, 0.021, -0.044], [2.104, -0.135, -1.544], [0.668, 2.202, -0.135], [0.500, -2.186, 0.182], [-0.275, 3.034, -0.527], [-0.252, -3.030, -0.505], [1.750, 2.972, 0.511], [1.076, 4.329, 0.745], [2.913, 3.089, -0.469], [2.211, 2.284, 1.793], [2.543, 3.199, -1.498], [3.536, 2.188, -0.414], [3.522, 3.966, -0.211], [1.416, 2.330, 2.549], [3.112, 2.787, 2.167], [2.449, 1.226, 1.586], [1.440, -2.944, 1.030], [1.252, -4.382, 0.532], [1.069, -2.752, 2.501], [2.861, -2.444, 0.827], [3.107, -2.427, -0.241], [3.549, -3.108, 1.370], [2.967, -1.425, 1.229], [0.030, -3.053, 2.683], [1.185, -1.690, 2.770], [1.742, -3.344, 3.134], [0.059, -4.303, -0.358], [1.056, -5.118, 1.321], [2.103, -4.727, -0.076], [-0.120, 4.285, -0.152], [1.686, 5.195, 0.467], [0.723, 4.448, 1.782], [-1.538, 2.549, -1.196], [-1.452, -2.599, -1.306], [-1.269, -1.259, -1.989], [-2.288, -2.518, -0.599], [-1.724, -3.385, -2.023], [-1.704, -0.031, -1.393], [-1.327, 1.233, -1.946], [-2.242, -0.061, -0.420], [-0.721, 1.244, -3.207], [-0.473, 0.031, -3.858], [-0.365, 2.535, -3.886], [-0.666, -1.211, -3.249], [-0.092, 0.054, -4.880], [-0.261, -2.483, -3.944], [0.036, -2.273, -4.978], [-1.090, -3.204, -3.975], [0.586, -2.973, -3.439], [-1.202, 3.246, -3.864], [-0.111, 2.344, -4.935], [0.504, 3.023, -3.416], [-1.933, 3.322, -1.869], [-2.283, 2.418, -0.396], [-2.218, -2.808, 1.799], [-2.386, -1.259, 2.544], [-1.665, -0.147, 2.103], [-1.857, 1.037, 2.816], [-0.986, 2.452, 2.353], [-2.774, 1.157, 3.890], [-3.023, 2.664, 4.643], [-3.511, 0.036, 4.307], [-4.634, 0.134, 5.575], [-3.303, -1.178, 3.633], [-4.155, -2.577, 4.104]], "lowdin_charge": [1.27, -0.04, -0.08, -0.05, -0.41, -0.39, -0.57, -0.06, -0.05, -0.06, 0.09, 0.06, 0.08, 0.02, 0.09, 0.07, -0.57, -0.03, -0.05, -0.08, 0.05, 0.09, 0.06, 0.03, 0.08, 0.09, 0.02, 0.13, 0.13, 0.02, 0.12, 0.10, -0.07, -0.11, -0.30, 0.06, 0.11, -0.28, -0.30, 0.06, -0.29, -0.11, -0.06, -0.31, 0.08, -0.06, 0.07, 0.07, 0.08, 0.07, 0.07, 0.07, 0.12, 0.11, 0.75, -0.68, -0.19, -0.69, 0.79, -0.73, 0.66, -0.75, 0.67, -0.72, 0.66], "homo_lumo_gap_ev": [2.661, 2.771], "relative_energy_kcal_mol": 0.0, "charge": -1, "homo_ha": [-0.0100, -0.0141]}

=====

Entry 3:
{"formula": "H4O2", "method": "ωB97M-V/def2-TZVPD", "species": ["O", "H", "H", "O", "H", "H"], "positions_angstrom": [[-1.867, -0.255, -0.071], [-2.220, 0.467, 0.447], [-0.888, -0.261, -0.004], [1.405, -0.209, 0.040], [1.192, 0.621, -0.408], [2.377, -0.363, -0.003]], "lowdin_charge": [-0.07, 0.02, 0.01, -0.07, 0.04, 0.06], "homo_lumo_gap_ev": 11.912, "relative_energy_kcal_mol": 3.8, "smiles": "O.O", "charge": 0, "homo_ha": -0.4137}

=====

Entry 4:
{"formula": "C12H21ClN3O4", "method": "ωB97M-V/def2-TZVPD", "species": ["Cl", "O", "O", "O", "O", "C", "C", "C", "C", "N", "H", "H", "H", "H", "H", "H", "H", "C", "C", "C", "C", "N", "H", "H", "H", "H", "H", "H", "H", "C", "C", "C", "C", "N", "H", "H", "H", "H", "H", "H", "H"], "positions_angstrom": [[-5.451, -6.717, 1.636], [-5.885, -8.059, 1.303], [-4.015, -6.699, 1.779], [-5.854, -5.769, 0.637], [-6.061, -6.353, 2.880], [-3.614, -1.600, 0.368], [-3.506, -2.765, 1.350], [-4.825, -3.095, 2.058], [-5.349, -1.995, 2.869], [-5.757, -1.104, 3.474], [-4.551, -1.695, -0.179], [-2.760, -1.601, -0.310], [-3.576, -0.647, 0.898], [-2.743, -2.583, 2.110], [-3.215, -3.702, 0.871], [-4.617, -3.909, 2.758], [-5.618, -3.401, 1.376], [-2.168, -11.588, 2.438], [-3.177, -10.503, 2.053], [-3.509, -10.512, 0.584], [-3.928, -11.795, -0.009], [-4.231, -12.792, -0.489], [-1.806, -11.548, 3.463], [-1.314, -11.544, 1.758], [-2.605, -12.583, 2.300], [-2.669, -9.559, 2.265], [-4.093, -10.477, 2.642], [-2.634, -10.214, -0.011], [-4.225, -9.745, 0.274], [-7.533, -8.832, -4.118], [-6.275, -8.392, -3.347], [-6.566, -8.179, -1.856], [-7.603, -7.160, -1.664], [-8.414, -6.366, -1.510], [-7.537, -8.406, -5.129], [-8.474, -8.505, -3.686], [-7.488, -9.904, -4.316], [-5.868, -7.478, -3.783], [-5.478, -9.121, -3.499], [-5.690, -7.834, -1.307], [-6.927, -9.094, -1.384]], "lowdin_charge": [0.61, -0.38, -0.38, -0.37, -0.36, -0.11, -0.25, -0.20, -0.24, 0.12, 0.08, 0.06, 0.07, 0.11, 0.11, 0.11, 0.11, -0.11, -0.25, -0.20, -0.24, 0.12, 0.07, 0.07, 0.07, 0.11, 0.12, 0.12, 0.10, -0.11, -0.25, -0.19, -0.26, 0.15, 0.07, 0.06, 0.07, 0.10, 0.10, 0.10, 0.12], "homo_lumo_gap_ev": 9.580, "relative_energy_kcal_mol": 1.1, "charge": -1, "homo_ha": -0.2462}

=====

Entry 5:
{"formula": "C6H11N2OP", "method": "ωB97M-V/def2-TZVPD", "species": ["C", "C", "C", "C", "C", "C", "N", "N", "O", "P", "H", "H", "H", "H", "H", "H", "H", "H", "H", "H", "H"], "positions_angstrom": [[1.781, -0.611, 0.592], [1.934, 0.281, 1.576], [0.331, -1.020, 0.518], [-1.625, -0.354, -2.196], [0.277, 1.533, -0.962], [-1.367, -0.458, 2.338], [0.720, 0.390, 2.284], [-0.219, -0.295, 1.708], [1.143, -0.951, -2.260], [0.200, -0.297, -1.402], [2.592, -1.006, -0.120], [2.830, 0.823, 1.814], [0.138, -2.035, 0.587], [-1.788, 0.517, -2.915], [-1.827, -1.272, -2.708], [-2.216, -0.184, -1.291], [1.172, 2.179, -1.345], [-0.655, 2.016, -1.289], [0.258, 1.494, 0.042], [-1.547, 0.345, 3.069], [-2.130, -1.092, 1.959]], "lowdin_charge": [-0.14, -0.12, -0.21, -0.16, -0.16, 0.02, 0.07, -0.27, -0.36, 0.70, 0.14, 0.11, 0.09, 0.06, 0.01, 0.01, 0.10, 0.04, -0.05, 0.07, 0.05], "homo_lumo_gap_ev": [6.729, 8.961], "s2": 2.0244, "multiplicity": 3, "charge": 0, "homo_ha": [-0.2175, -0.3649]}

=====

Entry 6:
{"formula": "C6H10N2", "method": "ωB97M-V/def2-TZVPD", "species": ["C", "C", "C", "C", "C", "N", "C", "N", "H", "H", "H", "H", "H", "H", "H", "H", "H", "H"], "positions_angstrom": [[-1.798, 0.917, 1.002], [-1.052, 0.849, -0.307], [0.488, 0.940, -0.343], [1.151, -0.458, -0.676], [0.237, -1.551, 0.330], [0.603, -1.272, 1.544], [1.725, -1.079, 0.451], [1.722, -0.682, -1.957], [-2.858, 1.155, 0.981], [-1.561, 1.893, 1.500], [-1.473, 0.209, 1.755], [-1.326, 1.762, -0.880], [-1.531, 0.137, -0.993], [0.763, 1.570, -1.189], [0.937, 1.306, 0.579], [-0.015, -2.519, -0.111], [2.661, -1.619, 0.635], [1.328, -1.559, -2.322]], "lowdin_charge": [-0.11, -0.27, -0.07, -0.35, -0.04, 0.34, 0.02, 0.29, 0.09, 0.10, 0.05, 0.12, 0.12, 0.13, 0.14, 0.18, 0.17, 0.10], "homo_lumo_gap_ev": [8.327, 8.248], "relative_energy_kcal_mol": 141.1, "s2": 0.7550, "multiplicity": 2, "charge": 1, "homo_ha": [-0.5538, -0.5557]}

=====

Entry 7:
{"formula": "C21H20N3O2PPtS", "method": "ωB97M-V/def2-TZVPD", "species": ["Pt", "C", "C", "C", "C", "C", "C", "P", "C", "C", "C", "C", "C", "C", "C", "C", "C", "C", "C", "C", "H", "H", "H", "H", "H", "H", "H", "H", "H", "H", "H", "H", "H", "H", "O", "N", "O", "S", "C", "N", "C", "C", "N", "H", "H", "H", "H", "H", "H"], "positions_angstrom": [[0.308, 1.067, -0.518], [2.160, -2.463, -0.927], [1.007, -2.552, -1.719], [-0.139, -1.899, -1.342], [-0.181, -1.182, -0.125], [0.989, -1.080, 0.649], [2.162, -1.719, 0.230], [-1.863, -0.633, 0.420], [-2.469, -2.076, 1.380], [-1.746, -3.247, 1.590], [-2.301, -4.302, 2.303], [-3.584, -4.197, 2.821], [-4.316, -3.035, 2.614], [-3.766, -1.989, 1.888], [-1.364, 0.520, 1.747], [-1.795, 0.514, 3.064], [-1.372, 1.521, 3.928], [-0.517, 2.511, 3.468], [-0.057, 2.490, 2.154], [-0.467, 1.493, 1.279], [3.067, -2.961, -1.245], [1.032, -3.112, -2.645], [-1.023, -1.922, -1.968], [0.958, -0.566, 1.601], [3.062, -1.633, 0.822], [-0.738, -3.341, 1.199], [-1.727, -5.207, 2.456], [-4.014, -5.019, 3.378], [-5.321, -2.948, 3.009], [-4.350, -1.092, 1.708], [-2.458, -0.264, 3.422], [-1.710, 1.529, 4.957], [-0.192, 3.298, 4.138], [0.630, 3.258, 1.817], [3.057, 0.452, -1.720], [2.325, 0.296, -2.694], [1.091, 0.568, -2.489], [0.075, 3.224, -1.191], [1.286, 3.301, -2.417], [2.570, 3.042, -2.266], [3.297, 3.097, -3.534], [2.177, 3.432, -4.544], [1.037, 3.706, -3.663], [2.897, 2.518, -1.467], [3.766, 2.138, -3.744], [4.059, 3.874, -3.494], [1.951, 2.580, -5.185], [2.417, 4.295, -5.159], [0.086, 3.715, -3.989]], "lowdin_charge": [0.81, -0.08, -0.07, -0.12, -0.52, -0.14, -0.08, 1.06, -0.38, -0.08, -0.08, -0.09, -0.09, -0.13, -0.42, -0.09, -0.10, -0.10, -0.14, -0.41, 0.11, 0.11, 0.11, 0.11, 0.11, 0.10, 0.10, 0.10, 0.10, 0.10, 0.09, 0.10, 0.10, 0.08, -0.14, -0.20, -0.31, 0.67, -0.78, 0.03, -0.11, -0.11, 0.04, 0.12, 0.11, 0.12, 0.12, 0.11, 0.14], "homo_lumo_gap_ev": 7.790, "relative_energy_kcal_mol": 22.5, "charge": 0, "homo_ha": -0.2855}